Molecular formula: C5H7NO
Method: DFT, ωB97M-V/def2-TZVPD

The geometry in XYZ format:
```
14
C5H7NO (ωB97M-V/def2-TZVPD)
H -1.25951 -0.36244 0.36849
N -0.30489 -0.26130 0.72811
C 0.48413 0.10434 -0.19076
C 0.13756 0.37698 -1.64371
C -1.28221 0.18518 -1.93996
C -2.46034 0.00975 -2.11710
H 1.53749 0.24321 0.07580
H 0.44238 1.40300 -1.88820
H 0.75100 -0.27822 -2.27582
H -3.50318 -0.13884 -2.29464
C 1.35472 -0.32129 2.78944
O 2.42824 -0.31133 2.23413
H 0.85237 -1.25780 3.09297
H 0.82223 0.60875 3.06125
```

## Properties
Kohn-Sham gap: 10.569 eV
Structure (SMILES): [H]/N=C\CC#C.C=O
F_max: 0.53 eV/Å
HOMO energy: -9.662 eV